Record 1
A structure of composition C22H20BrHfN7S2Se3Te at a distorted geometry. Source: OMol25; level of theory: ωB97M-V/def2-TZVPD.

```
57
Properties=species:S:1:pos:R:3:forces:R:3:nbo_charge:R:1
Hf 1.0054 -0.9161 0.5697 -0.37 0.69 0.53 1.212
N 0.4609 -1.4275 5.0677 -0.11 -0.34 -1.58 -0.770
C 0.2222 -1.5592 3.7317 -1.11 0.98 0.90 0.303
S 1.4224 -2.2142 2.7396 1.08 -0.89 -0.34 -0.162
N -0.9670 -1.1210 3.2916 1.56 -0.23 0.62 -0.433
N -0.9331 -1.0689 1.9505 -1.82 0.31 -1.02 -0.305
C -2.1106 -0.9897 1.3812 1.31 -0.57 -0.17 0.258
C -3.3480 -1.0112 2.1706 -0.68 0.27 0.52 -0.112
C -4.0728 -2.1942 2.2881 0.07 -0.14 0.26 -0.159
C -5.2574 -2.2571 3.0095 -0.66 0.36 0.67 -0.213
C -5.7821 -1.1167 3.6115 1.67 1.10 -0.93 -0.211
C -5.0228 0.0841 3.5070 -1.11 -0.30 0.57 -0.202
C -3.8076 0.1337 2.8404 -0.69 -0.28 -0.42 -0.184
C -2.1355 -1.1041 -0.0919 -0.31 0.24 0.21 0.182
C -3.3203 -1.1558 -0.8142 0.10 0.12 0.32 -0.239
C -3.2628 -1.1686 -2.1905 0.58 -0.12 0.17 -0.125
C -2.0315 -1.2209 -2.8307 -0.85 0.47 -0.54 -0.264
C -0.9232 -1.2116 -2.0381 1.03 -0.14 -1.14 0.112
N -0.9617 -1.1404 -0.7256 0.25 0.13 1.09 -0.551
H 1.1991 -1.9380 5.4946 0.42 -0.17 0.15 0.407
H -0.2675 -1.0487 5.6175 -0.65 0.25 0.56 0.401
H -3.6885 -3.1152 1.8791 0.15 -0.05 -0.29 0.213
H -5.8026 -3.1836 3.1716 0.26 -0.05 -0.38 0.215
H -6.7454 -1.1002 4.0805 -0.21 -0.13 0.31 0.216
H -5.4420 0.9972 3.9678 0.41 -0.54 -0.30 0.214
H -3.3097 1.0909 2.7613 0.30 -0.14 0.00 0.226
H -4.2531 -1.1395 -0.2785 -0.20 0.05 -0.02 0.240
H -4.1679 -1.1148 -2.7294 -0.85 -0.05 -0.67 0.220
H -1.9145 -1.1373 -3.9162 -0.18 -0.29 0.49 0.232
H 0.0537 -1.2476 -2.5215 -0.24 0.14 0.48 0.245
Se 3.5859 -1.0159 0.0820 0.54 0.21 0.49 -0.339
Se 4.8881 0.3468 1.5414 0.06 0.09 -0.44 -0.208
Te 3.4214 0.7249 3.5230 0.01 -0.11 0.17 0.258
Se 1.3944 1.2789 2.2034 -0.12 -0.22 -0.11 -0.586
C 1.2404 3.9492 0.3187 0.24 -0.18 -0.12 -0.412
N 2.2143 3.1935 -0.4847 -0.34 0.44 -0.78 -0.332
C 3.5376 3.5819 -0.7736 -1.14 0.53 1.25 -0.050
C 3.9836 2.7183 -1.6853 0.31 0.31 -0.02 -0.057
N 2.9667 1.8310 -1.9778 0.15 -0.04 -0.29 -0.371
C 1.8550 2.1438 -1.2599 1.00 0.42 1.04 0.314
S 0.3472 1.4071 -1.1669 -0.38 -0.51 0.10 -0.199
C 3.0842 0.8723 -3.0165 -0.98 0.16 -0.16 0.390
C 3.8843 1.1978 -4.1150 -0.19 -0.46 0.58 -0.265
C 3.8961 0.2522 -5.1030 -0.12 -1.05 -0.34 -0.149
C 3.1237 -0.9311 -4.9777 0.76 0.69 -1.83 -0.252
C 2.3098 -1.0824 -3.9068 0.08 -0.17 0.96 0.042
N 2.3045 -0.1813 -2.9241 0.05 0.06 0.35 -0.415
H 1.8798 4.5430 0.9544 -0.32 0.49 0.34 0.213
H 0.6465 3.2687 0.9292 0.33 0.13 -0.15 0.261
H 0.5243 4.5389 -0.2777 0.68 -0.08 -0.09 0.210
H 4.0101 4.4107 -0.2222 -0.31 -0.73 -0.57 0.243
H 4.9481 2.7014 -2.1449 0.16 -0.30 -0.06 0.236
H 4.4405 2.1258 -4.1287 -0.03 -0.16 -0.29 0.227
H 4.5074 0.3845 -5.9809 0.05 0.06 -0.16 0.221
H 3.1043 -1.6493 -5.8030 0.16 0.19 0.40 0.225
H 1.7128 -1.9842 -3.7494 0.03 0.30 -0.09 0.211
Br 1.3528 -3.0305 -0.8493 0.18 -0.75 -0.25 -0.383
```
Positions in Å, forces in eV/Å.

For the energy above the lowest of the compared OMol25 structures with the same formula, charge and spin, the calculation gives 0.000 eV. The value obtained for the LUMO energy is -0.89 eV. Its total energy is -12124.586675 Eh. The orbital gap comes out at 5.456 eV. For the molar mass, the calculation gives 1069.5 g/mol.


Record 2
A structure of composition C47H46LuN7O6S4 at a distorted geometry. Source: OMol25; level of theory: ωB97M-V/def2-TZVPD.

```
111
Properties=species:S:1:pos:R:3:forces:R:3:mulliken_charge:R:1
Lu 1.8764 9.4808 23.7693 0.64 0.35 -0.65 1.597
C -0.1616 11.9796 22.8002 -0.35 -0.87 0.00 -1.484
O 1.2608 11.8270 22.8172 0.77 -0.46 0.39 1.196
C 1.9997 12.8855 23.3062 -0.73 0.77 0.07 0.512
C 1.5076 14.1823 23.2522 0.38 0.48 0.21 -0.611
C 2.2503 15.2353 23.7984 -0.16 -0.35 -0.47 -0.943
C 3.4884 14.9900 24.3577 0.19 -1.00 0.24 -0.692
C 3.9783 13.6784 24.4735 -0.56 0.64 -0.54 -0.861
C 3.2264 12.6470 23.9085 0.63 -1.24 0.66 -0.529
N 3.6298 11.2552 24.0422 -0.33 0.63 -0.13 1.699
N 4.8805 11.1745 24.2001 -0.16 1.27 -0.55 -0.959
C 5.5232 10.0443 24.4527 -0.02 -2.28 0.27 -0.083
C 4.8528 8.8144 24.8219 0.76 0.39 0.28 0.617
O 3.5956 8.6189 24.7452 0.48 0.16 0.04 -0.290
C 5.6824 7.7717 25.3886 1.22 -0.25 -0.28 -1.061
C 7.0485 7.8853 25.5181 -0.91 0.18 -0.31 -0.860
C 7.7205 9.0728 25.0891 -0.30 -0.13 -0.27 0.928
C 9.1190 9.1921 25.1800 0.31 -1.43 0.18 -0.814
C 9.8037 10.2404 24.6566 0.78 -0.02 0.10 -0.563
C 9.0929 11.2588 24.0337 -0.13 0.52 0.15 -0.909
C 7.7402 11.1943 23.9562 -1.80 -1.49 0.48 -0.683
C 6.9720 10.0830 24.4744 1.18 1.28 0.21 0.546
H -0.4516 12.7212 22.0671 -0.09 0.14 -0.12 0.425
H -0.5381 12.2622 23.7936 0.15 -0.16 -0.24 0.346
H -0.5059 10.9687 22.4915 -0.12 0.80 0.24 0.287
H 0.5641 14.4185 22.7900 -0.16 -0.14 0.01 0.409
H 1.8496 16.2438 23.7603 0.08 -0.13 -0.03 0.441
H 4.0721 15.7922 24.7433 0.29 0.51 0.32 0.436
H 4.9172 13.4645 24.9916 -0.43 0.01 -0.31 0.478
H 5.1982 6.8325 25.5929 -0.23 -0.11 0.25 0.592
H 7.7027 7.0773 25.8525 -0.53 0.01 0.16 0.363
H 9.6529 8.3319 25.6115 -0.14 0.51 -0.07 0.322
H 10.8909 10.2909 24.6971 -0.25 -0.08 0.11 0.401
H 9.6027 12.1434 23.6995 0.17 0.16 -0.34 0.450
H 7.1169 11.9120 23.4957 -0.12 1.13 -0.50 0.571
S 3.2007 9.7662 21.2629 -0.26 0.87 0.01 0.466
C 4.0696 8.3815 21.0786 0.97 -0.27 -0.18 -0.376
N 5.3703 8.3443 20.7851 -0.74 -1.58 -0.83 0.446
C 5.8784 7.0556 20.2459 -0.49 -0.11 0.48 -0.986
C 4.8201 6.4428 19.3327 0.03 0.37 1.10 -0.667
N 3.6899 6.1616 20.2253 -0.02 0.30 -0.34 0.207
C 2.8638 5.0031 19.9656 0.40 -0.74 -0.81 -1.431
C 2.3156 5.0602 18.5517 0.18 -0.38 0.48 0.480
C 2.7516 4.1527 17.6033 1.06 -0.81 0.15 -0.254
C 2.2467 4.1746 16.3267 -0.61 1.03 -0.71 -0.772
C 1.3327 5.1724 15.9783 0.14 -0.09 1.00 -0.470
C 0.8896 6.0996 16.9145 0.46 -1.08 0.79 -0.875
C 1.3578 6.0026 18.2276 0.18 -0.05 -0.71 0.014
C 3.3770 7.0439 21.1741 0.29 0.44 -0.20 0.219
S 2.3167 6.8392 22.3878 -0.36 -0.45 0.71 -0.519
C 6.2544 9.4802 20.7957 0.50 0.53 0.88 -0.855
C 6.7648 9.9025 19.4328 -0.46 0.19 0.15 0.480
C 5.8204 9.9917 18.4110 0.50 0.30 -0.48 -0.085
C 6.2614 10.3015 17.1070 -1.15 -0.38 0.39 -0.814
C 7.5738 10.6015 16.8673 0.91 0.00 0.00 -0.484
C 8.4982 10.5703 17.9125 0.80 0.05 -0.21 -0.478
C 8.1133 10.2158 19.1965 -0.46 -0.23 0.06 -0.510
H 6.1059 6.3732 21.0812 -0.03 0.17 -0.25 0.399
H 6.7693 7.2472 19.6983 0.80 0.30 -0.40 0.591
H 5.1416 5.5086 18.8994 0.22 -0.29 -0.05 0.624
H 4.5810 7.1288 18.5232 -0.27 0.10 -0.11 0.223
H 2.0605 4.9954 20.6651 -0.54 0.09 0.59 0.581
H 3.4399 4.0721 20.1353 -0.13 0.42 -0.17 0.401
H 3.5426 3.4257 17.8623 -0.56 0.33 -0.05 0.302
H 2.5389 3.5170 15.5281 0.32 -0.44 0.14 0.376
H 0.9322 5.1844 15.0003 -0.30 0.09 -0.93 0.436
H 0.1240 6.7959 16.6874 -0.40 0.67 -0.32 0.513
H 1.0105 6.6471 19.0061 -0.31 0.53 0.25 0.619
H 7.0829 9.2105 21.4646 0.06 0.13 -0.16 0.315
H 5.6763 10.2537 21.3171 0.34 0.17 -0.29 0.204
H 4.7624 9.8741 18.6755 0.33 -0.24 -0.44 0.448
H 5.5970 10.2534 16.2486 -0.26 0.19 0.32 0.438
H 7.8942 10.8350 15.8511 -0.01 -0.06 0.31 0.394
H 9.5623 10.7633 17.6973 -0.65 0.02 0.18 0.344
H 8.8396 10.1752 20.0132 -0.23 -0.05 -0.28 0.443
C 3.2985 8.6641 31.3764 -0.28 -0.47 0.03 -1.384
C 2.5444 8.8574 30.0803 -0.11 0.41 0.68 1.166
C 3.1425 9.5975 29.0691 1.09 0.32 -0.42 -0.965
C 2.5077 9.8419 27.8533 -0.67 -0.82 0.30 0.012
C 1.2170 9.3207 27.6838 0.93 0.27 0.04 -0.536
C 0.6171 8.6142 28.7045 -0.96 -0.32 -0.03 -0.646
C 1.2470 8.3777 29.9097 0.45 -0.17 -0.17 -0.940
S 0.3241 9.4881 26.1700 -0.11 -0.61 0.25 1.493
O 0.9541 10.6676 25.5007 0.15 -0.21 -0.17 -0.676
O -1.0568 9.6131 26.5161 -0.59 0.46 0.12 -0.767
N 0.6342 8.2300 25.2641 0.21 0.77 -0.30 -0.407
C -0.5103 7.6477 24.5619 -0.47 -0.81 -0.59 -0.871
C -0.7453 8.1499 23.0713 -0.38 0.27 0.34 0.655
O -1.8252 7.9189 22.5503 0.79 -0.09 0.23 -0.749
O 0.2143 8.8716 22.5229 -0.68 -0.22 0.90 -0.545
H 3.8544 9.5669 31.6692 -0.27 -0.31 -0.05 0.362
H 4.0173 7.8481 31.2357 0.02 0.13 0.17 0.296
H 2.6012 8.3537 32.1764 0.44 0.27 -0.27 0.351
H 4.1926 9.9376 29.2441 -1.03 -0.13 -0.29 0.299
H 2.9695 10.3404 27.0228 0.29 0.33 -0.06 0.661
H -0.3956 8.2574 28.5493 0.07 -0.04 0.00 0.444
H 0.7557 7.7599 30.6658 0.17 0.38 -0.13 0.337
H -1.4449 7.8713 25.0791 0.02 -0.02 -0.05 0.414
H -0.4207 6.5317 24.5764 0.04 0.86 -0.26 0.316
S 1.6191 9.6797 16.7724 0.42 0.10 -0.02 -0.344
C 1.2491 10.9154 17.8257 0.74 0.05 -0.02 0.043
N 0.0690 11.0329 18.4204 -0.22 1.12 1.11 -0.149
C -0.0885 12.3201 19.1585 0.18 -1.11 -0.58 -0.582
C 1.3989 12.6501 19.3683 -0.01 0.53 0.51 0.407
N 2.0298 11.9633 18.2375 1.29 -0.17 0.15 -0.191
H -0.6577 10.4769 18.0558 -1.00 -0.46 -0.12 0.187
H -0.6689 12.2075 20.0829 0.33 -0.12 -0.34 0.206
H -0.6066 13.0101 18.5012 0.03 0.43 -0.04 0.312
H 1.7274 12.2478 20.3485 -0.02 0.08 -0.49 -0.463
H 1.6056 13.7387 19.3578 -0.13 -0.60 -0.08 0.345
H 3.0653 11.8516 18.2154 -1.45 0.07 -0.06 0.246
```
Positions in Å, forces in eV/Å.

For the energy above the lowest of the compared OMol25 structures with the same formula, charge and spin, the calculation gives 0.424 eV. The value obtained for the LUMO energy (spin up / spin down) is -0.77 / -0.77 eV. Its total energy is -5481.807573 Eh. The orbital gap (spin up / spin down) comes out at 7.010 / 7.009 eV. For the molar mass, the calculation gives 1108.2 g/mol.